# 1
A single C4H4N2O2 molecule in a non-equilibrium geometry, computed with the ωB97M-V functional and the def2-TZVPD basis.

Last column: natural (NBO) charge in e.
Element x y z (Å)
1 O -1.15 1.84 0.45  -0.478
2 C -0.10 1.32 0.73  0.397
3 C -0.01 -0.05 0.94  -0.122
4 C 1.35 -0.64 0.02  0.069
5 N 1.10 -0.45 -1.14  -0.256
6 N 0.02 -0.06 -1.81  -0.312
7 C -1.06 -0.48 -1.08  0.345
8 O -1.10 -0.66 0.30  -0.447
9 H 1.07 1.77 0.70  0.115
10 H -0.09 -0.59 1.86  0.252
11 H 2.11 -1.44 0.51  0.227
12 H -2.14 -0.55 -1.48  0.209

net charge = 0
frontier orbital gap = 8.9 eV
structure (SMILES) = O=C[C@@H]1C=NN=CO1
relative energy (zero: lowest compared OMol25 entry of this formula, charge and spin) = 138.4 kcal per mole


# 2
A single C6H4O molecule in a non-equilibrium geometry, computed with the ωB97M-V functional and the def2-TZVPD basis.

Last column: natural (NBO) charge in e.
Element x y z (Å)
1 C 2.99 -0.02 -0.14  -0.178
2 C 1.79 -0.05 -0.09  -0.064
3 C 0.39 -0.05 -0.02  0.186
4 C -0.52 0.94 0.27  -0.259
5 C -1.74 0.25 0.25  -0.319
6 C -1.59 -0.98 -0.13  0.094
7 O -0.27 -1.22 -0.26  -0.381
8 H 4.06 -0.01 -0.19  0.237
9 H -0.28 1.96 0.54  0.238
10 H -2.59 1.01 0.07  0.232
11 H -2.24 -1.82 -0.30  0.214

net charge = 0
frontier orbital gap = 9.7 eV
structure (SMILES) = C#Cc1ccco1
relative energy (zero: lowest compared OMol25 entry of this formula, charge and spin) = 33.7 kcal per mole


# 3
A 8-piece molecular cluster, C16H32Cl16 overall in a non-equilibrium geometry, computed with the ωB97M-V functional and the def2-TZVPD basis.

Last column: natural (NBO) charge in e.
Element x y z (Å)
1 Cl 7.76 7.52 8.64  -0.062
2 C 7.69 8.56 10.09  -0.416
3 C 8.95 9.39 10.32  -0.419
4 Cl 10.44 8.41 10.40  -0.085
5 H 7.51 7.92 10.95  0.213
6 H 6.84 9.23 9.97  0.231
7 H 8.89 10.06 11.18  0.226
8 H 9.12 10.10 9.51  0.234
9 Cl 8.81 17.09 13.60  -0.080
10 C 7.81 17.08 12.12  -0.440
11 C 8.57 16.43 10.91  -0.545
12 Cl 9.06 14.83 11.27  -0.062
13 H 7.60 18.10 11.80  0.212
14 H 6.86 16.62 12.37  0.218
15 H 9.46 17.02 10.71  0.208
16 H 7.96 16.45 10.00  0.223
17 Cl 12.44 14.77 8.24  -0.097
18 C 10.82 14.45 7.58  -0.410
19 C 10.44 13.04 8.28  -0.434
20 Cl 8.88 12.40 7.75  -0.183
21 H 10.99 14.19 6.54  0.214
22 H 10.15 15.30 7.70  0.242
23 H 10.27 13.18 9.35  0.225
24 H 11.14 12.24 8.03  0.215
25 Cl 12.25 17.83 5.76  -0.064
26 C 12.54 18.25 7.49  -0.400
27 C 14.04 18.43 7.83  -0.379
28 Cl 14.56 20.04 7.24  -0.086
29 H 12.18 17.39 8.06  0.233
30 H 11.97 19.09 7.89  0.218
31 H 14.67 17.68 7.37  0.230
32 H 14.29 18.38 8.89  0.224
33 Cl 14.03 8.80 10.01  -0.107
34 C 13.51 7.63 8.72  -0.374
35 C 13.25 8.50 7.47  -0.390
36 Cl 11.84 9.61 7.73  -0.063
37 H 12.56 7.18 9.00  0.243
38 H 14.48 7.15 8.65  0.240
39 H 12.90 7.86 6.66  0.223
40 H 14.19 8.96 7.15  0.226
41 Cl 16.19 14.23 7.41  -0.102
42 C 15.36 12.95 8.44  -0.363
43 C 14.80 11.89 7.44  -0.369
44 Cl 16.13 11.34 6.24  -0.092
45 H 14.72 13.37 9.21  0.250
46 H 16.20 12.51 8.98  0.209
47 H 13.87 12.30 7.06  0.232
48 H 14.47 11.01 7.98  0.221
49 Cl 8.12 17.46 7.53  -0.252
50 C 8.39 19.05 6.72  -0.448
51 C 7.13 19.93 6.75  -0.404
52 Cl 7.24 21.48 5.80  -0.128
53 H 8.64 18.86 5.68  0.216
54 H 9.25 19.64 7.04  0.208
55 H 6.70 20.08 7.74  0.217
56 H 6.35 19.35 6.26  0.214
57 Cl 12.49 12.13 14.19  -0.080
58 C 12.65 10.85 12.91  -0.362
59 C 12.03 11.32 11.58  -0.462
60 Cl 12.87 12.67 11.04  -0.020
61 H 12.18 9.93 13.26  0.222
62 H 13.71 10.65 12.79  0.217
63 H 10.98 11.59 11.53  0.223
64 H 12.18 10.55 10.82  0.248

net charge = -1
2S+1 = 2
frontier orbital gap (spin up / spin down) = 1.5 / 10.1 eV
relative energy (zero: lowest compared OMol25 entry of this formula, charge and spin) = 25.9 kcal per mole